# 1
17
Properties=species:S:1:pos:R:3:forces:R:3 method="wB97M-V/def2-TZVPD" smiles="CC1=CN(O)C1(N)N" homo_ev=-8.036 de_lowest_ev=3.674 lumo_ev=0.87 gap_ev=8.905 charge=0
O 2.63268 -0.62398 0.01449 -0.307 0.016 0.131
N 1.36218 -0.51112 -0.61456 -0.173 0.934 -0.293
N 0.59395 1.27877 1.10900 -0.016 0.035 0.156
N -0.18913 1.59426 -1.05713 -0.101 0.073 -0.121
C 0.38945 -1.42707 -0.22948 -0.410 0.227 0.671
C -0.64017 -0.58936 0.02729 0.267 -0.376 -0.125
C -2.11876 -0.72548 0.06028 0.043 0.001 0.089
C 0.18474 0.66057 -0.08731 0.926 -0.780 -0.200
H 0.69261 0.61767 1.86717 0.015 0.036 -0.073
H -2.53937 -0.16984 0.89955 -0.059 -0.018 -0.006
H 0.53545 -2.49514 -0.15637 -0.053 -0.131 -0.196
H 0.38813 2.42404 -1.07986 -0.041 -0.056 -0.018
H -2.39849 -1.77443 0.15208 -0.055 0.010 -0.002
H 1.44857 1.81262 0.99353 0.010 -0.067 0.015
H 2.50682 -0.92672 0.92870 -0.132 0.073 -0.047
H -0.28103 1.18234 -1.97494 0.119 0.026 0.011
H -2.56763 -0.32712 -0.85246 -0.030 -0.003 0.010



# 2
17
Properties=species:S:1:pos:R:3:forces:R:3 method="wB97M-V/def2-TZVPD" homo_ev=-9.500 de_lowest_ev=3.439 lumo_ev=-0.62 gap_ev=8.882 charge=0
O 2.01198 -0.07210 -1.08783 -0.311 -0.150 0.115
N -2.23883 -1.58031 -0.49703 -0.080 0.233 0.056
N 0.41183 -1.55092 -1.79844 0.031 0.068 0.095
N 0.25760 -0.64671 0.32117 -0.083 0.309 0.053
C 0.16895 0.40485 1.10876 0.209 -0.409 -0.223
C 1.07640 1.58405 1.06394 -0.022 0.023 -0.066
C 0.98973 -0.69999 -0.93171 0.104 0.078 -0.077
C -2.72788 -0.53918 -0.29045 0.124 -0.371 -0.066
H 2.06037 1.27467 1.43071 -0.077 -0.025 -0.007
H -0.49888 -1.33762 0.40862 -0.005 0.036 -0.020
H -0.38739 0.22022 2.01932 -0.062 0.021 -0.050
H -0.55846 -1.83570 -1.66871 0.074 0.066 0.056
H 1.22415 1.95426 0.05312 -0.021 -0.038 0.015
H 0.68558 2.37044 1.70603 -0.002 -0.051 -0.022
H 0.84719 -1.64680 -2.70102 -0.010 0.038 0.072
H -1.33443 1.28637 0.58498 -0.391 -0.154 -0.176
H -1.98790 0.81447 0.27854 0.524 0.327 0.246



| no. | calculated total energy (eV) |
| --- | --- |
| 1 | -10808.788 |
| 2 | -10809.023 |